Entry 1:
{"formula": "C38H32ClN3O10P2Zr", "method": "ωB97M-V with the def2-TZVPD basis set", "charge": 2, "e_above_lowest_ev": 1.329, "symbols": ["Zr", "C", "C", "C", "C", "C", "C", "H", "H", "H", "H", "H", "H", "C", "N", "P", "C", "C", "C", "C", "C", "C", "C", "C", "C", "C", "C", "C", "P", "C", "C", "C", "C", "C", "C", "C", "C", "C", "C", "C", "C", "H", "H", "H", "H", "H", "H", "H", "H", "H", "H", "H", "H", "H", "H", "H", "H", "H", "H", "H", "H", "H", "H", "H", "O", "Cl", "O", "O", "O", "O", "C", "O", "C", "C", "C", "C", "C", "C", "N", "O", "O", "N", "O", "O", "H", "H", "H"], "coordinates": [[-0.066, 1.361, 0.410], [-2.534, 2.284, 1.867], [-1.461, 1.735, 2.595], [-0.458, 2.579, 3.090], [-0.504, 3.944, 2.832], [-1.547, 4.471, 2.084], [-2.561, 3.645, 1.602], [-3.351, 1.647, 1.560], [-1.487, 0.686, 2.882], [0.349, 2.163, 3.677], [0.277, 4.590, 3.207], [-1.580, 5.533, 1.882], [-3.383, 4.071, 1.043], [-1.982, -2.665, -1.567], [-1.463, -1.368, -1.107], [-2.367, -0.105, -0.431], [-3.448, -0.885, 0.791], [-4.763, -0.449, 0.963], [-5.550, -0.998, 1.965], [-5.035, -1.987, 2.791], [-3.733, -2.438, 2.612], [-2.939, -1.889, 1.617], [-3.460, 0.655, -1.638], [-3.526, 2.046, -1.705], [-4.394, 2.661, -2.595], [-5.185, 1.889, -3.432], [-5.119, 0.501, -3.376], [-4.268, -0.117, -2.476], [0.180, -1.063, -0.875], [0.900, -2.438, 0.056], [1.466, -3.520, -0.625], [1.989, -4.595, 0.076], [1.944, -4.608, 1.463], [1.357, -3.551, 2.148], [0.838, -2.474, 1.450], [1.010, -1.034, -2.468], [0.267, -0.941, -3.643], [0.919, -0.859, -4.864], [2.306, -0.847, -4.911], [3.048, -0.912, -3.738], [2.405, -1.008, -2.517], [-3.036, -2.743, -1.312], [-1.452, -3.473, -1.061], [-1.859, -2.774, -2.644], [-5.177, 0.309, 0.310], [-6.571, -0.662, 2.091], [-5.652, -2.416, 3.569], [-3.341, -3.227, 3.240], [-1.936, -2.275, 1.462], [-2.893, 2.654, -1.072], [-4.445, 3.741, -2.641], [-5.856, 2.367, -4.133], [-5.738, -0.098, -4.030], [-4.248, -1.198, -2.427], [1.501, -3.530, -1.706], [2.432, -5.421, -0.463], [2.365, -5.440, 2.011], [1.314, -3.562, 3.229], [0.405, -1.654, 2.010], [-0.816, -0.923, -3.608], [0.343, -0.800, -5.778], [2.813, -0.785, -5.865], [4.129, -0.896, -3.778], [2.989, -1.071, -1.604], [1.476, 1.932, -1.321], [0.372, 2.688, -1.925], [-0.300, 3.232, -0.667], [0.754, 3.699, -2.784], [-0.558, 1.736, -2.429], [1.709, 2.456, 1.311], [2.220, 1.333, 1.544], [1.393, 0.329, 1.536], [3.655, 1.087, 1.672], [4.549, 2.153, 1.658], [5.897, 1.871, 1.728], [6.387, 0.580, 1.799], [5.464, -0.451, 1.796], [4.107, -0.227, 1.742], [5.941, -1.852, 1.835], [7.121, -2.026, 2.001], [5.102, -2.716, 1.670], [6.858, 3.003, 1.712], [8.030, 2.721, 1.769], [6.383, 4.116, 1.680], [4.215, 3.179, 1.590], [7.449, 0.389, 1.848], [3.419, -1.061, 1.742]]}


Entry 2:
{"formula": "C3H11N2PS", "method": "ωB97M-V with the def2-TZVPD basis set", "charge": 0, "e_above_lowest_ev": 0.373, "symbols": ["C", "N", "P", "C", "S", "N", "C", "H", "H", "H", "H", "H", "H", "H", "H", "H", "H", "H"], "coordinates": [[-2.078, -0.529, -0.910], [-1.084, -0.050, 0.125], [0.438, 0.016, -0.554], [1.241, -1.652, -0.503], [0.522, 0.930, -2.238], [1.287, 0.664, 0.711], [0.871, 2.060, 1.092], [-1.787, -0.016, -1.824], [-1.997, -1.621, -1.030], [-3.202, -0.396, -0.669], [-1.297, -0.128, 1.116], [2.329, -1.786, -0.944], [1.427, -1.923, 0.607], [0.577, -2.340, -1.093], [2.305, 0.480, 0.576], [-0.214, 2.176, 1.121], [1.151, 1.998, 2.186], [1.303, 2.867, 0.503]]}


Entry 3:
{"formula": "C39H44N2NaO2SSb2", "method": "ωB97M-V with the def2-TZVPD basis set", "charge": 1, "total_energy_ha": -2813.31473, "symbols": ["Na", "C", "C", "C", "Sb", "C", "C", "C", "C", "C", "C", "C", "C", "C", "C", "C", "C", "Sb", "C", "C", "C", "C", "C", "C", "C", "C", "C", "C", "C", "C", "H", "H", "H", "H", "H", "H", "H", "H", "H", "H", "H", "H", "H", "H", "H", "H", "H", "H", "H", "H", "H", "H", "H", "H", "H", "H", "C", "O", "H", "H", "H", "H", "C", "C", "C", "N", "C", "S", "N", "C", "O", "C", "C", "C", "C", "C", "C", "H", "H", "H", "H", "H", "H", "H", "H", "H", "H", "H", "H", "H", "H"], "coordinates": [[-0.887, -0.538, 0.252], [-2.278, 1.018, -2.449], [-2.024, -0.464, -2.209], [-3.031, -1.097, -1.263], [-2.535, -3.017, -0.290], [-0.499, -3.203, -0.974], [0.496, -3.582, -0.082], [1.789, -3.815, -0.523], [2.101, -3.674, -1.864], [1.109, -3.326, -2.764], [-0.181, -3.104, -2.320], [-3.372, -4.313, -1.796], [-4.740, -4.262, -2.033], [-5.327, -5.114, -2.951], [-4.551, -6.035, -3.636], [-3.194, -6.118, -3.375], [-2.609, -5.269, -2.451], [-1.913, 2.213, -0.676], [-0.128, 3.234, -1.267], [0.081, 4.522, -0.792], [1.274, 5.175, -1.043], [2.264, 4.546, -1.782], [2.050, 3.271, -2.277], [0.863, 2.614, -2.009], [-3.151, 3.845, -1.305], [-4.204, 4.316, -0.537], [-4.973, 5.377, -0.987], [-4.688, 5.977, -2.202], [-3.636, 5.507, -2.971], [-2.870, 4.446, -2.524], [-3.314, 1.188, -2.744], [-1.640, 1.384, -3.255], [-0.992, -0.584, -1.838], [-2.071, -0.983, -3.169], [-3.250, -0.409, -0.435], [-3.978, -1.255, -1.784], [0.242, -3.767, 0.959], [2.550, -4.133, 0.175], [3.103, -3.867, -2.215], [1.331, -3.253, -3.817], [-0.961, -2.892, -3.038], [-5.357, -3.556, -1.488], [-6.391, -5.064, -3.130], [-5.006, -6.693, -4.362], [-2.588, -6.849, -3.890], [-1.549, -5.357, -2.240], [-0.702, 5.018, -0.227], [1.432, 6.175, -0.665], [3.198, 5.053, -1.970], [2.806, 2.782, -2.873], [0.720, 1.613, -2.397], [-4.424, 3.856, 0.420], [-5.797, 5.735, -0.388], [-5.285, 6.808, -2.549], [-3.413, 5.969, -3.921], [-2.039, 4.089, -3.121], [-2.053, -0.973, 2.842], [-0.923, -1.425, 2.107], [-1.748, -0.476, 3.761], [-2.714, -1.805, 3.088], [-2.592, -0.259, 2.221], [-0.389, -1.934, 2.751], [2.518, 3.206, 3.237], [2.576, 3.008, 1.728], [3.604, 1.955, 1.313], [3.318, 0.652, 1.879], [2.472, -0.205, 1.317], [1.730, 0.105, -0.137], [2.160, -1.391, 1.934], [2.261, -1.783, 3.273], [1.290, -2.311, 3.778], [3.573, -1.577, 3.910], [4.732, -1.732, 3.139], [5.975, -1.593, 3.727], [6.078, -1.287, 5.076], [4.932, -1.136, 5.843], [3.681, -1.300, 5.273], [1.907, 4.072, 3.471], [3.514, 3.374, 3.640], [2.084, 2.340, 3.732], [2.846, 3.943, 1.236], [1.594, 2.715, 1.345], [4.602, 2.253, 1.640], [3.592, 1.862, 0.226], [3.712, 0.448, 2.788], [1.437, -1.893, 1.421], [4.649, -1.983, 2.091], [6.865, -1.729, 3.133], [7.052, -1.173, 5.528], [5.017, -0.900, 6.891], [2.784, -1.203, 5.866]]}


Entry 4:
{"formula": "C36H104N8O12", "method": "ωB97M-V with the def2-TZVPD basis set", "multiplicity": 2, "charge": 1, "s_squared": 0.75, "e_above_lowest_ev": 3.324, "symbols": ["C", "C", "C", "O", "C", "N", "H", "H", "H", "H", "H", "H", "H", "H", "H", "H", "H", "C", "C", "C", "O", "C", "N", "H", "H", "H", "H", "H", "H", "H", "H", "H", "H", "H", "C", "C", "C", "O", "C", "N", "H", "H", "H", "H", "H", "H", "H", "H", "H", "H", "H", "C", "C", "C", "O", "C", "N", "H", "H", "H", "H", "H", "H", "H", "H", "H", "H", "H", "C", "C", "C", "O", "C", "N", "H", "H", "H", "H", "H", "H", "H", "H", "H", "H", "H", "C", "C", "C", "O", "C", "N", "H", "H", "H", "H", "H", "H", "H", "H", "H", "H", "H", "C", "C", "C", "O", "C", "N", "H", "H", "H", "H", "H", "H", "H", "H", "H", "H", "H", "C", "C", "C", "O", "C", "N", "H", "H", "H", "H", "H", "H", "H", "H", "H", "H", "H", "C", "O", "H", "H", "H", "H", "C", "O", "H", "H", "H", "H", "C", "O", "H", "H", "H", "H", "C", "O", "H", "H", "H", "H"], "coordinates": [[-3.080, -1.125, 2.361], [-3.801, 0.150, 2.841], [-5.272, 0.395, 2.344], [-5.208, 0.503, 0.915], [-4.642, 1.755, 0.526], [-3.792, 0.199, 4.322], [-2.009, -0.945, 2.459], [-3.218, -1.431, 1.324], [-3.264, -2.022, 2.952], [-3.204, 1.000, 2.509], [-5.814, 1.222, 2.802], [-5.895, -0.457, 2.616], [-5.198, 2.666, 0.749], [-4.575, 1.559, -0.544], [-3.584, 1.869, 0.766], [-2.875, -0.123, 4.597], [-4.301, -0.610, 4.648], [-0.657, 5.795, -5.773], [-1.168, 7.018, -4.955], [-0.312, 7.335, -3.686], [-0.431, 6.258, -2.727], [-1.696, 6.226, -2.015], [-1.027, 8.108, -5.870], [-1.285, 5.822, -6.664], [-0.751, 4.793, -5.356], [0.351, 5.860, -6.183], [-2.219, 6.818, -4.746], [-0.744, 8.199, -3.182], [0.733, 7.496, -3.951], [-1.673, 5.543, -1.166], [-2.561, 5.968, -2.626], [-1.994, 7.181, -1.580], [-1.462, 7.864, -6.748], [-1.543, 8.901, -5.515], [0.409, 4.194, 5.682], [-0.835, 4.050, 4.675], [-0.467, 4.386, 3.180], [-1.362, 3.825, 2.198], [-2.188, 4.767, 1.577], [-1.252, 2.718, 4.611], [0.216, 3.644, 6.602], [0.713, 5.191, 6.001], [1.327, 3.742, 5.306], [-1.683, 4.665, 4.979], [0.547, 4.091, 2.910], [-0.385, 5.452, 2.964], [-2.910, 4.212, 0.978], [-1.629, 5.586, 1.125], [-2.946, 5.102, 2.285], [-1.760, 2.579, 3.750], [-2.057, 2.584, 5.206], [-0.068, 2.195, -1.212], [0.213, 1.298, 0.091], [1.103, 0.034, -0.069], [0.734, -0.975, -0.948], [-0.456, -1.692, -0.475], [0.806, 2.122, 1.195], [0.910, 2.565, -1.520], [-0.732, 3.040, -1.033], [-0.644, 1.542, -1.867], [-0.812, 1.031, 0.349], [1.162, -0.503, 0.878], [2.086, 0.435, -0.315], [-0.563, -1.886, 0.593], [-0.503, -2.629, -1.029], [-1.245, -1.031, -0.834], [0.059, 2.716, 1.525], [1.095, 1.543, 1.971], [0.445, -1.085, 4.024], [1.402, -0.012, 4.608], [2.865, -0.414, 4.449], [3.518, -0.731, 5.662], [3.249, -2.092, 6.180], [1.084, 1.260, 3.932], [-0.600, -1.040, 4.329], [0.706, -2.111, 4.286], [0.490, -1.028, 2.936], [1.184, 0.067, 5.673], [3.557, 0.400, 4.232], [3.015, -1.145, 3.655], [3.955, -2.300, 6.984], [3.426, -2.752, 5.331], [2.213, -2.220, 6.495], [0.106, 1.443, 4.110], [1.553, 2.052, 4.348], [-0.426, 1.993, -6.358], [1.027, 2.263, -6.060], [1.349, 2.665, -4.620], [2.793, 2.847, -4.364], [2.990, 3.708, -3.201], [1.924, 1.137, -6.249], [-0.697, 1.139, -5.736], [-0.541, 1.678, -7.395], [-0.987, 2.866, -6.024], [1.369, 3.120, -6.639], [0.989, 1.904, -3.928], [0.791, 3.529, -4.258], [4.059, 3.919, -3.171], [2.705, 3.286, -2.237], [2.464, 4.649, -3.362], [2.781, 1.506, -5.862], [1.635, 0.508, -5.513], [1.951, -4.385, -0.725], [2.963, -5.242, -1.464], [4.109, -5.777, -0.627], [4.966, -6.606, -1.408], [5.979, -7.225, -0.649], [2.206, -6.350, -1.966], [1.277, -4.032, -1.506], [2.482, -3.518, -0.333], [1.355, -4.882, 0.040], [3.353, -4.778, -2.370], [3.604, -6.414, 0.100], [4.693, -4.964, -0.194], [6.671, -6.498, -0.222], [6.603, -7.862, -1.275], [5.477, -7.833, 0.104], [1.984, -6.890, -1.141], [2.918, -6.997, -2.274], [-3.460, -7.935, 1.138], [-3.197, -7.558, 2.524], [-2.871, -6.082, 2.680], [-1.479, -5.858, 2.410], [-1.013, -4.555, 2.506], [-4.439, -7.791, 3.316], [-2.763, -7.438, 0.465], [-4.389, -7.461, 0.821], [-3.402, -9.010, 0.965], [-2.429, -8.240, 2.887], [-3.055, -5.830, 3.724], [-3.401, -5.298, 2.141], [-1.500, -4.001, 3.308], [-1.225, -4.063, 1.557], [0.059, -4.679, 2.657], [-4.775, -8.736, 3.190], [-5.142, -7.172, 2.939], [1.896, 5.413, -0.248], [2.668, 4.345, 0.276], [1.024, 5.519, 0.396], [2.396, 6.379, -0.324], [1.384, 5.043, -1.136], [2.142, 3.587, 0.540], [4.572, -1.338, -2.260], [4.864, -2.152, -1.164], [5.439, -1.156, -2.893], [3.827, -1.908, -2.814], [4.284, -0.305, -2.063], [5.472, -1.681, -0.589], [0.569, -1.905, -3.751], [1.512, -0.892, -3.510], [0.876, -2.876, -3.363], [-0.339, -1.714, -3.180], [0.265, -1.925, -4.797], [1.506, -0.834, -2.551], [-2.286, -4.908, -2.385], [-2.761, -5.709, -1.364], [-2.903, -4.839, -3.280], [-2.196, -3.869, -2.069], [-1.281, -5.272, -2.598], [-2.149, -6.434, -1.221]]}